80
Properties=species:S:1:pos:R:3:lowdin_charge:R:1 method="wB97M-V/def2-TZVPD" charge=0
C 1.50062 -3.94192 5.16180 -0.22
S 2.58440 -4.09530 3.61290 0.81
O 2.45717 -2.78336 2.87723 -0.59
C 4.27544 -4.06405 4.32220 -0.26
H 1.80747 -4.70986 5.87188 0.04
H 0.44139 -4.00592 4.91275 0.05
H 1.84163 -3.02039 5.63361 0.04
H 4.39421 -3.09980 4.81640 0.05
H 4.97051 -3.99166 3.48570 0.05
H 4.54405 -4.87364 5.00082 0.05
C -0.47685 8.49619 2.82925 -0.26
S -0.94350 7.03327 1.79366 0.86
O 0.24652 6.81682 0.81835 -0.59
C -0.58682 5.92402 3.17918 -0.30
H -1.39551 8.82246 3.31680 0.04
H -0.07120 9.30971 2.22780 0.05
H 0.28478 8.21642 3.55709 0.05
H -1.03767 6.27491 4.10746 0.05
H 0.48582 5.76214 3.28563 0.06
H -0.98985 4.92657 3.00387 0.04
C 0.77472 1.29206 -0.47278 -0.26
S 1.13275 0.34907 -1.94409 0.83
O -0.14644 -0.36583 -2.27329 -0.59
C 2.19924 -0.98831 -1.23487 -0.25
H 1.59345 1.14797 0.23222 0.04
H -0.11610 0.76966 -0.12401 0.05
H 0.62014 2.36147 -0.61625 0.06
H 2.84788 -0.65508 -0.42475 0.03
H 2.94442 -1.28201 -1.97416 0.04
H 1.75872 -1.87891 -0.78666 0.05
C -2.47829 5.17125 -5.32654 -0.29
S -1.72227 4.00100 -4.18090 0.86
O -1.16722 5.13436 -3.28244 -0.61
C -3.13688 3.41838 -3.17595 -0.25
H -2.91138 4.60608 -6.15184 0.04
H -1.79654 5.76764 -5.93286 0.06
H -3.22191 5.82608 -4.87231 0.06
H -3.67713 2.74315 -3.83948 0.04
H -3.85436 4.17839 -2.86660 0.06
H -2.65122 2.93223 -2.32986 0.05
C -1.54971 -5.24121 0.35832 -0.29
S -2.28729 -6.26283 -0.93109 0.86
O -3.80648 -6.15732 -0.63718 -0.59
C -1.80138 -5.29027 -2.44489 -0.25
H -1.16561 -5.94014 1.10132 0.04
H -2.13024 -4.49785 0.90466 0.06
H -0.68345 -4.63961 0.08302 0.04
H -2.46036 -4.43600 -2.60001 0.05
H -1.84482 -6.00269 -3.26869 0.04
H -0.78582 -4.89723 -2.39722 0.04
C 7.99882 0.16170 -0.35218 -0.24
S 9.07936 -0.71538 0.94066 0.81
O 10.50758 -0.66006 0.45618 -0.58
C 8.84920 0.52010 2.39108 -0.23
H 6.94670 0.24198 -0.07891 0.04
H 8.24442 -0.34459 -1.28569 0.04
H 8.43941 1.15026 -0.48151 0.04
H 7.81348 0.50187 2.73027 0.04
H 9.22727 1.46200 1.99361 0.04
H 9.59396 0.25990 3.14322 0.04
C -3.29047 -1.62695 -6.49036 -0.26
S -4.89323 -1.60444 -7.39824 0.85
O -4.51627 -2.51053 -8.59860 -0.60
C -5.86831 -2.72931 -6.34313 -0.26
H -3.45140 -1.50792 -5.41890 0.04
H -2.73987 -0.69944 -6.64737 0.04
H -2.87248 -2.61603 -6.67769 0.06
H -6.01950 -3.64186 -6.91975 0.06
H -6.78248 -2.15362 -6.19832 0.03
H -5.52144 -2.75041 -5.31001 0.05
N -4.31171 -0.79134 4.97596 -0.01
C -3.76223 -1.49330 3.97557 -0.16
C -2.52861 -0.89124 3.61320 -0.09
C -2.41380 0.33933 4.38877 -0.09
C -3.50545 0.29908 5.24061 -0.16
H -5.24610 -0.85607 5.35389 0.15
H -4.34391 -2.26696 3.49650 0.10
H -1.91838 -1.27550 2.80923 0.08
H -1.64836 1.09120 4.26555 0.08
H -3.87525 0.94744 6.02117 0.10


111
Properties=species:S:1:pos:R:3:lowdin_charge:R:1 method="wB97M-V/def2-TZVPD" charge=+1
C 9.41312 17.09237 10.61669 0.04
C 9.15635 18.49104 10.20961 -0.45
O 9.84023 19.23682 9.67185 0.23
N 7.72294 18.91618 10.42519 0.10
H 7.35960 19.04753 9.46674 0.14
H 7.23096 18.13828 10.86758 0.17
C 7.64108 20.21697 11.18662 0.03
H 8.67777 16.48397 10.06390 0.11
H 9.11220 16.95515 11.65818 0.11
H 10.35574 16.62683 10.36318 0.10
H 8.01359 20.08202 12.19033 0.09
H 6.68376 20.71143 11.06721 0.11
H 8.34033 20.84587 10.64151 0.07
C 5.89656 23.20070 16.10584 0.03
C 5.68154 24.52211 15.46791 -0.42
O 4.86141 25.29912 15.78722 0.19
N 6.57497 24.92357 14.33996 0.10
H 6.70369 25.92401 14.51888 0.19
H 7.49410 24.45863 14.23612 0.12
C 5.97449 24.69120 12.99504 -0.01
H 6.45971 23.40113 17.02308 0.11
H 6.39173 22.47186 15.47845 0.07
H 4.96073 22.75259 16.43576 0.11
H 4.91413 24.92972 12.97633 0.09
H 6.00825 23.65509 12.68716 0.09
H 6.54369 25.26186 12.27586 0.08
C 7.24622 22.85855 3.90414 0.02
C 8.61470 22.71724 4.46324 -0.43
O 9.47603 22.25054 3.85919 0.21
N 8.87436 23.19374 5.85024 0.13
H 8.79502 24.20850 5.96912 0.18
H 8.29670 22.71524 6.56778 0.14
C 10.29112 22.82512 6.25303 0.01
H 6.92608 21.89999 3.48125 0.11
H 7.12928 23.50096 3.03018 0.10
H 6.41327 23.08173 4.58055 0.05
H 10.59666 23.26679 7.19915 0.06
H 10.94093 23.11176 5.44004 0.10
H 10.31237 21.77723 6.53816 0.11
C 7.17007 27.87272 8.65349 -0.01
C 5.80604 28.39879 8.88859 -0.39
O 4.79417 27.84367 8.68013 0.20
N 5.81994 29.66790 9.73445 0.09
H 5.81147 29.42095 10.73324 0.19
H 6.69025 30.19370 9.59974 0.18
C 4.56546 30.56711 9.61729 0.05
H 7.68709 27.51765 9.55141 0.10
H 7.84289 28.62696 8.22365 0.10
H 7.19284 27.05967 7.93702 0.08
H 4.73334 31.27479 10.42166 0.10
H 3.71090 29.92869 9.81134 0.10
H 4.53541 30.94447 8.60415 0.11
C 3.85587 24.75116 7.62485 0.04
C 4.26870 23.43825 7.06872 -0.43
O 4.77859 23.29661 6.02355 0.16
N 4.01945 22.20443 7.85400 0.08
H 4.95245 21.76692 7.99392 0.14
H 3.80550 22.47635 8.82667 0.10
C 3.01295 21.28953 7.25698 0.04
H 4.53287 25.49933 7.23293 0.09
H 3.95956 24.70414 8.71482 0.06
H 2.81905 24.95263 7.35382 0.12
H 2.03059 21.72834 7.37103 0.11
H 3.10829 20.29957 7.68688 0.11
H 3.31625 21.20835 6.21423 0.10
C 14.20717 22.76493 9.85254 0.04
C 12.93172 23.26658 9.29991 -0.45
O 12.45647 22.93508 8.29504 0.19
N 12.30490 24.39673 10.03233 0.11
H 13.00675 24.95774 10.51895 0.19
H 11.93617 25.00065 9.24545 0.12
C 11.12082 23.85020 10.77753 0.01
H 14.06775 22.04564 10.67211 0.11
H 14.88687 23.53172 10.21875 0.10
H 14.69657 22.11317 9.12931 0.10
H 10.84047 22.87223 10.41122 0.09
H 10.31756 24.57498 10.82514 0.07
H 11.41768 23.73098 11.82221 0.09
P 7.43497 24.04241 9.56008 0.21
F 6.46882 22.91236 8.97818 -0.11
F 7.52003 23.44603 11.06453 -0.15
F 8.73966 23.22288 9.20334 -0.12
F 8.33854 25.33072 10.02609 -0.18
F 7.40316 24.71500 8.05858 -0.17
F 6.14768 24.93072 9.99876 -0.15
P 9.28475 22.45562 13.99955 0.21
F 7.72467 22.04669 13.74990 -0.16
F 9.78394 21.12483 14.75290 -0.14
F 9.60354 21.81745 12.54984 -0.15
F 10.78598 23.06869 14.17354 -0.16
F 8.92252 23.89099 13.28005 -0.18
F 8.91554 23.01422 15.48665 -0.16
P 10.77958 27.47266 8.61885 0.20
F 10.23317 28.82395 9.31317 -0.15
F 10.31704 26.65114 9.94771 -0.17
F 9.38662 27.15195 7.90588 -0.16
F 11.43686 26.05530 8.05110 -0.19
F 11.29386 28.22095 7.31450 -0.12
F 12.26652 27.76138 9.31541 -0.19
P 2.67171 23.14116 11.21176 0.16
F 3.55771 24.44571 10.93920 -0.15
F 1.44917 24.05590 11.71952 -0.14
F 1.99457 23.24928 9.71503 -0.17
F 1.80721 21.81364 11.51825 -0.15
F 3.85927 22.18744 10.60715 -0.17
F 3.29441 23.03262 12.69568 -0.15
B 7.18452 20.34495 7.31093 -1.21
F 8.04955 21.16954 8.05917 0.09
F 6.15346 20.00990 8.28502 0.05
F 6.73070 21.00878 6.16363 0.14
F 7.79231 19.12875 6.97116 0.13


90
Properties=species:S:1:pos:R:3:lowdin_charge:R:1 method="wB97M-V/def2-TZVPD" charge=0
Hg 1.62257 -0.86828 1.86951 1.31
Hg -0.90940 -2.36979 -0.85455 1.31
C -0.65269 0.11764 0.48570 -0.78
O -0.96363 -0.96919 1.12200 -0.17
O 0.38196 0.79126 0.91340 -0.15
O -0.94240 0.07080 -0.75374 -0.11
C 1.44037 -3.41921 0.56493 -0.79
O 0.31468 -4.03502 0.31199 -0.14
O 1.94272 -3.33389 1.74259 -0.11
O 1.41404 -2.28896 -0.08063 -0.25
C 1.34048 3.66898 -3.01154 -0.23
C 1.06906 2.86937 -1.75456 -0.23
O 1.30731 1.49310 -1.98582 -0.09
O 2.73505 3.86948 -3.19217 -0.06
H 0.83666 4.63691 -2.97241 0.12
H 0.91756 3.18798 -3.90053 0.12
H -0.01014 3.00981 -1.58233 0.11
H 1.52429 3.18115 -0.81163 0.12
H 0.72889 0.93888 -1.44459 0.04
H 3.18527 3.04618 -2.98290 0.07
C -3.94916 -2.63951 -1.49316 -0.20
C -3.80973 -2.79887 0.00364 -0.20
O -2.65535 -3.61263 0.29362 -0.11
O -2.91962 -1.79039 -2.02667 -0.12
H -4.90968 -2.16492 -1.71123 0.13
H -4.02775 -3.63139 -1.94732 0.13
H -4.71009 -3.33553 0.32476 0.13
H -3.70380 -1.91945 0.64219 0.13
H -2.54942 -3.73846 1.24158 0.11
H -3.22229 -1.42304 -2.86536 0.11
C -0.90678 4.06008 1.46906 -0.24
C -2.05987 3.50972 2.29042 -0.24
O -1.96709 3.88497 3.65448 -0.07
O 0.35864 3.43825 1.68191 -0.10
H -0.81750 5.10318 1.78513 0.12
H -1.07529 4.12202 0.38903 0.11
H -2.19615 2.43135 2.17146 0.11
H -2.95734 4.03878 1.96353 0.12
H -1.16097 3.53082 4.04414 0.08
H 0.25120 2.50253 1.40433 0.03
C -3.28593 1.73959 -2.71712 -0.25
C -3.87270 2.56371 -3.87140 -0.25
O -3.86466 1.78268 -5.05156 -0.07
O -2.05592 1.15009 -3.08436 -0.09
H -3.99445 0.91523 -2.56646 0.11
H -3.22354 2.31277 -1.78822 0.12
H -3.38245 3.52642 -4.06167 0.11
H -4.86700 2.94138 -3.62700 0.12
H -2.94996 1.60019 -5.28597 0.08
H -1.69049 0.71539 -2.29309 0.03
C 4.71793 -1.43196 -0.58992 -0.26
C 4.41653 0.03794 -0.30384 -0.20
O 3.09652 0.19245 0.23342 -0.14
O 3.72837 -1.98043 -1.41994 -0.08
H 4.79629 -2.00335 0.34226 0.11
H 5.69302 -1.44114 -1.08166 0.12
H 4.46007 0.54044 -1.27079 0.12
H 5.12766 0.45759 0.40918 0.12
H 2.55691 0.66932 -0.41588 0.06
H 2.87470 -1.97982 -0.92354 0.03
C -0.46578 -3.61902 -3.89035 -0.21
C 0.68397 -2.65831 -3.65752 -0.20
O 0.31927 -1.52737 -2.84163 -0.12
O -0.98677 -4.10314 -2.63801 -0.11
H -0.17290 -4.37828 -4.61668 0.13
H -1.29261 -3.03193 -4.31452 0.12
H 0.99174 -2.24362 -4.61941 0.13
H 1.51476 -3.14541 -3.13931 0.13
H 0.84033 -0.78393 -3.16394 0.09
H -1.52899 -4.83388 -2.96100 0.11
C -1.49618 0.21016 4.04374 -0.26
C -0.42704 -0.69187 4.66548 -0.19
O 0.27203 -1.42401 3.66643 -0.14
O -2.51966 -0.48841 3.37841 -0.06
H -0.96508 0.87554 3.35429 0.10
H -1.91722 0.83046 4.83705 0.13
H -0.91785 -1.45147 5.28037 0.13
H 0.28240 -0.07519 5.21521 0.12
H -0.27883 -2.15422 3.36086 0.11
H -2.10029 -0.78415 2.54494 0.03
C 3.25940 0.72680 4.29011 -0.21
C 3.52859 -0.75874 4.25384 -0.19
O 3.75627 -1.17300 2.87474 -0.12
O 2.22072 0.97993 3.33611 -0.11
H 4.15493 1.29850 4.02586 0.13
H 3.01298 1.06208 5.30261 0.13
H 2.66725 -1.35067 4.57132 0.11
H 4.37157 -1.07182 4.86904 0.13
H 4.60280 -1.62741 2.89542 0.10
H 2.01471 1.91915 3.44585 0.11


88
Properties=species:S:1:pos:R:3:lowdin_charge:R:1 method="wB97M-V/def2-TZVPD" charge=0
C 1.68634 4.42644 3.40957 -0.02
C 2.88934 3.56144 3.33757 -0.37
O 3.78734 3.79844 2.48457 0.00
C 3.06334 2.33744 4.40057 0.04
H 1.41434 4.87644 2.35257 0.14
H 1.72734 5.29544 3.83457 0.01
H 0.92734 3.79044 3.95557 0.09
H 2.99334 2.83344 5.20157 0.00
H 3.91434 1.73344 4.10457 0.09
H 2.32934 1.65144 4.27257 0.02
C -1.46166 6.32844 -1.32943 -0.01
C -0.60266 5.06344 -1.70243 -0.46
O -0.43366 4.75444 -2.85543 0.05
C -0.18466 4.14044 -0.61443 -0.03
H -0.81366 6.95744 -0.91743 0.02
H -2.48766 5.89544 -0.91443 0.14
H -1.68866 7.03744 -2.07943 0.05
H -0.14866 4.65544 0.27157 0.03
H 0.74434 3.54044 -0.64943 0.11
H -0.86266 3.32544 -0.64543 0.06
C 2.15234 1.00444 -3.83543 -0.10
O 3.07734 -0.06556 -3.88943 -0.23
P 2.89834 -1.45756 -3.07843 0.45
O 1.78634 -2.18756 -3.69943 -0.25
O 4.22034 -2.42656 -3.17943 -0.22
C 5.43534 -1.75956 -3.12943 -0.16
O 2.43434 -1.30256 -1.54943 -0.24
C 2.14134 -2.52656 -0.80443 -0.10
H 1.15034 0.69344 -4.06443 0.05
H 2.28134 1.76944 -4.77643 0.16
H 2.03034 1.23444 -2.77643 0.08
H 5.65634 -1.63756 -2.03243 0.10
H 5.42734 -0.90456 -3.79643 0.06
H 6.27034 -2.49756 -3.70643 0.15
H 2.69834 -2.26856 0.19357 0.11
H 2.59034 -3.53356 -0.92643 0.10
H 1.09234 -2.72256 -0.45143 0.08
C -1.97766 -2.15556 -6.18343 -0.18
O -1.16266 -1.94356 -5.19443 -0.20
P -1.46766 -2.10256 -3.63143 0.56
O -2.92066 -1.81356 -3.36243 -0.29
O -1.18266 -3.70056 -3.06143 -0.24
C -1.97266 -4.18256 -1.97843 -0.14
O -0.66566 -1.16456 -2.63043 -0.23
C -1.24266 0.13544 -2.41043 -0.08
H -2.33466 -3.24756 -6.07243 0.13
H -1.45466 -2.05756 -7.07343 0.07
H -2.81766 -1.48956 -6.12943 0.09
H -2.43466 -5.20456 -2.06143 0.09
H -2.86966 -3.56556 -1.72243 0.07
H -1.15366 -4.39856 -1.25443 0.09
H -0.53166 0.83544 -1.87543 0.10
H -2.01666 0.04044 -1.80943 0.02
H -1.48366 0.63544 -3.36143 0.11
C -2.71466 -3.51156 4.10057 -0.01
O -1.39966 -3.74556 3.55657 -0.20
P -1.00366 -2.98056 2.18857 0.46
O -0.56566 -1.65256 2.54657 -0.22
O 0.40634 -3.69456 1.67657 -0.22
C 1.34234 -4.29556 2.53257 -0.16
O -2.12566 -2.92056 1.04957 -0.24
C -2.54966 -1.65856 0.44957 -0.02
H -2.83866 -4.03056 4.86857 0.03
H -3.30566 -3.87456 3.38357 0.07
H -2.66266 -2.52856 4.31457 0.07
H 1.05634 -4.75456 3.54057 0.10
H 2.33634 -3.70756 2.90357 0.14
H 1.81034 -5.12956 2.24257 0.02
H -1.72266 -1.40356 0.04057 0.00
H -2.90166 -1.07556 1.40757 0.13
H -3.43366 -1.99856 -0.19343 0.13
C -0.97266 1.05144 4.64257 -0.06
O -0.28966 1.23144 3.42757 -0.17
P -1.13766 1.62944 2.25057 0.35
O -0.97766 3.09844 2.02457 -0.25
O -0.57166 0.82344 0.94757 -0.21
C 0.81934 0.54244 0.86857 -0.08
O -2.65666 1.35244 2.17157 -0.22
C -3.54366 2.11644 1.37357 -0.07
H -0.20366 0.50744 5.20557 0.12
H -1.83666 0.53244 4.68257 0.06
H -1.12266 1.93844 5.06857 0.06
H 1.41334 1.32944 1.02557 0.05
H 0.95834 0.18944 0.00757 -0.01
H 1.21334 -0.20256 1.71957 0.14
H -3.81866 3.15944 1.73857 0.13
H -4.45666 1.50944 1.09557 0.12
H -2.99066 2.11844 0.53857 0.02


80
Properties=species:S:1:pos:R:3:lowdin_charge:R:1 method="wB97M-V/def2-TZVPD" charge=0
N -1.12459 0.10383 0.26466 0.29
H -0.37005 -0.51242 -0.00182 0.08
H -0.78654 0.95068 0.69905 0.04
H -1.70597 -0.39363 0.92392 0.04
H -1.67112 0.37194 -0.54127 0.06
Cl -3.79636 2.85780 1.45146 0.57
O -3.66202 3.18305 2.80663 -0.34
O -3.10617 3.82799 0.61863 -0.37
O -3.40280 1.53155 1.20455 -0.36
O -5.18578 2.90118 1.15939 -0.36
C 0.14183 -3.12112 -1.27797 -0.01
C 1.70799 -2.76034 -1.26748 -0.46
C 2.08952 -2.81227 -2.78083 -0.12
C 3.42370 -2.02134 -3.08685 -0.14
C 3.29613 -0.55195 -2.52117 -0.10
C 2.99787 -0.56207 -0.97179 -0.50
N 1.84431 -1.42682 -0.67261 -0.11
O 1.39728 -1.36569 0.66561 -0.04
C 4.24088 -0.94569 -0.15745 -0.02
C 2.63779 0.87740 -0.63633 -0.04
C 2.48902 -3.82136 -0.48025 -0.03
H -0.40412 -2.78899 -2.16099 0.06
H -0.29810 -2.76969 -0.34467 0.07
H -0.00527 -4.20112 -1.28517 0.08
H 2.26142 -3.83875 -3.10469 0.12
H 1.35156 -2.35949 -3.44302 0.10
H 3.84002 -2.15189 -4.08572 0.10
H 4.13319 -2.59203 -2.48766 0.08
H 2.51960 -0.08024 -3.12331 0.09
H 4.15597 0.06743 -2.77639 0.12
H 3.93461 -0.91369 0.88814 0.08
H 4.68687 -1.92138 -0.35040 0.07
H 4.94610 -0.13180 -0.32582 0.09
H 1.72928 1.20618 -1.14094 0.08
H 2.43753 1.02473 0.42493 0.06
H 3.49135 1.51366 -0.87021 0.09
H 3.56342 -3.77124 -0.65697 0.07
H 2.18055 -4.78933 -0.87522 0.08
H 2.24880 -3.80864 0.58287 0.08
H 1.99138 -1.91365 1.18367 0.09
C -2.41262 -0.86573 3.26956 -0.17
O -2.55048 -1.30380 1.99374 -0.12
H -2.13514 -1.69313 3.92265 0.08
H -1.48568 -0.30830 3.40435 0.07
H -3.27335 -0.35744 3.70418 0.10
H -3.45847 -1.58530 1.85986 0.12
C 0.79083 1.29893 3.18763 -0.06
C -0.01727 2.48016 2.73286 -0.44
C 0.44610 3.79553 3.30427 -0.18
O 0.29806 3.84787 4.75648 -0.17
C -1.11465 3.79024 5.12666 -0.08
N -0.02149 2.43247 1.25182 0.06
H 0.45212 0.39252 2.68583 0.05
H 0.86162 1.04946 4.24634 0.09
H 1.81865 1.34298 2.82744 0.07
H -1.04578 2.26382 3.02179 0.11
H -0.11177 4.58800 2.80538 0.12
H 1.46463 4.01506 2.98411 0.13
H -1.18836 3.93870 6.20399 0.08
H -1.47923 2.77939 4.94395 0.07
H -1.79211 4.48669 4.63256 0.09
H -0.68798 3.16354 1.04828 0.07
H 0.85395 2.89067 1.04263 0.08
C -0.27927 0.44970 -3.43607 -0.08
C -1.74680 0.65312 -3.28513 -0.41
C -2.65901 -0.60307 -3.11263 -0.18
O -2.42788 -1.19695 -1.87856 -0.24
C -3.22891 -2.38774 -1.62073 -0.06
N -1.93642 1.57991 -2.19248 0.05
H -0.06636 0.00480 -4.40810 0.09
H 0.22653 -0.12273 -2.65851 0.05
H 0.33492 1.34804 -3.49811 0.08
H -2.01937 1.15384 -4.21416 0.13
H -2.52450 -1.31484 -3.92712 0.13
H -3.70039 -0.29166 -3.03106 0.13
H -2.91484 -2.88612 -0.70363 0.08
H -2.94829 -3.08052 -2.41409 0.08
H -4.30157 -2.20328 -1.56188 0.09
H -2.86958 1.96086 -2.12768 0.10
H -1.36892 2.40352 -2.33290 0.09


Which E_LUMO belongs to each record? In order, 0.2, -3.0, -0.1, 0.3, 0.2 eV.
Which E_HOMO belongs to each record? In order, -8.378, -13.469, -7.733, -9.024, -8.631 eV.